Computed, not measured: a molecular structure, C48H32ClF9N8NaO3P, with wB97M-V/def2-TZVPD.

```
103
Properties=species:S:1:pos:R:3:forces:R:3:mulliken_charge:R:1
Na 0.391 -0.077 0.241 -0.671 0.671 0.860 1.276
C -1.517 -3.344 4.118 -0.007 0.196 -0.069 -1.272
N -1.538 -2.048 3.456 -0.145 -0.045 0.265 0.916
C -1.055 -1.720 2.260 0.152 -0.036 -0.112 -0.444
N -1.155 -0.416 2.061 0.003 -0.265 0.234 -0.223
C -1.729 0.008 3.219 -0.052 0.171 0.005 -0.430
N -1.978 -0.936 4.098 0.166 -0.154 -0.253 -0.950
C -0.125 -3.777 4.518 -0.021 -0.007 0.029 0.960
C 0.149 -5.133 4.654 0.039 -0.032 0.027 -0.829
C 1.398 -5.560 5.085 -0.004 0.048 -0.007 -0.676
C 2.385 -4.634 5.377 -0.050 -0.133 -0.008 -0.814
C 2.117 -3.277 5.228 0.235 0.022 0.100 0.208
C 0.868 -2.847 4.798 -0.041 0.047 -0.036 -0.014
C 3.177 -2.321 5.576 -0.606 -0.185 -0.273 0.284
N 4.170 -2.510 6.360 0.509 0.489 0.122 -0.422
N 4.879 -1.289 6.382 -0.200 -0.610 0.165 -0.496
C 4.230 -0.496 5.618 -0.111 0.498 -0.276 0.264
O 3.129 -1.068 5.057 0.201 -0.078 0.111 -0.167
C 4.518 0.911 5.300 0.019 -0.116 0.098 0.345
C 4.872 1.778 6.328 0.045 0.039 0.009 -0.861
C 5.124 3.110 6.039 -0.023 -0.029 -0.068 -0.693
C 5.027 3.566 4.731 0.049 0.012 0.077 -0.904
C 4.703 2.696 3.696 -0.005 -0.004 0.024 0.647
C 4.716 3.219 2.281 -0.071 -0.122 -0.083 -1.024
N 3.784 2.542 1.390 0.375 0.065 -0.087 0.896
C 2.507 2.197 1.561 -0.081 -0.022 -0.016 -0.521
N 2.051 1.578 0.486 0.247 0.250 0.304 0.361
C 3.135 1.579 -0.339 -0.047 -0.031 -0.178 -0.956
N 4.208 2.146 0.163 -0.291 0.008 0.201 -1.129
C 4.443 1.363 3.989 -0.061 0.009 -0.062 0.066
H -1.975 -4.084 3.462 0.010 -0.014 -0.027 0.465
H -2.159 -3.230 4.990 0.009 -0.030 0.040 0.271
H -0.610 -2.438 1.586 -0.006 0.037 0.021 0.528
H -1.972 1.040 3.417 0.017 -0.017 -0.016 0.513
H -0.618 -5.864 4.424 0.000 0.027 -0.002 0.436
H 1.603 -6.617 5.187 -0.008 0.008 -0.004 0.399
H 3.363 -4.949 5.714 -0.011 0.023 -0.001 0.509
H 0.672 -1.787 4.693 0.004 -0.024 0.008 0.598
H 4.936 1.406 7.341 -0.002 -0.007 -0.016 0.496
H 5.387 3.796 6.832 -0.005 -0.008 -0.003 0.404
H 5.217 4.610 4.512 -0.007 -0.021 0.000 0.405
H 5.689 3.056 1.818 0.051 0.040 0.049 0.331
H 4.528 4.292 2.280 -0.060 0.021 -0.041 0.401
H 1.968 2.396 2.474 -0.032 -0.022 -0.042 0.559
H 3.124 1.151 -1.329 -0.038 -0.017 0.031 0.684
H 4.185 0.669 3.197 0.011 0.010 0.021 0.677
Cl 4.991 -3.277 -4.571 -0.136 0.097 0.088 -0.252
C 3.758 -2.400 -3.692 -0.009 0.033 -0.140 -0.007
C 2.957 -1.460 -4.369 0.068 -0.010 -0.114 -0.674
C 1.986 -0.756 -3.713 0.072 -0.063 0.068 -0.551
C 1.733 -0.938 -2.313 -0.075 -0.023 0.087 -0.147
O 0.835 -0.269 -1.712 0.248 -0.162 -1.158 -0.282
C 2.566 -1.903 -1.653 0.084 -0.156 0.288 1.346
C 2.445 -2.232 -0.249 -0.104 0.108 -0.283 -0.524
O 1.645 -1.775 0.567 0.275 -0.453 0.116 -0.592
C 3.560 -2.612 -2.362 0.038 -0.034 0.056 -0.923
H 3.127 -1.300 -5.427 -0.012 0.012 0.010 0.427
H 1.382 -0.025 -4.236 0.001 -0.002 -0.021 0.395
H 3.164 -2.994 0.101 0.050 -0.038 -0.014 0.245
H 4.171 -3.336 -1.834 -0.014 0.018 0.009 0.375
F -7.280 5.964 -0.553 -0.045 -0.025 -0.051 -0.255
C -6.177 6.119 0.201 0.075 -0.078 0.002 0.798
F -5.680 7.334 -0.087 0.036 0.069 -0.025 -0.256
F -6.572 6.144 1.481 -0.016 -0.003 0.052 -0.287
C -5.167 5.034 -0.067 -0.036 0.053 -0.090 0.228
C -4.624 4.929 -1.347 -0.027 0.044 0.033 -1.233
C -3.695 3.946 -1.619 0.069 -0.047 -0.027 0.187
C -3.294 3.052 -0.620 -0.039 -0.040 -0.102 -0.190
C -3.845 3.170 0.646 -0.125 0.025 0.131 -0.373
C -4.785 4.161 0.930 0.106 -0.119 0.029 -0.745
P -2.044 1.738 -0.896 0.249 -0.075 -0.326 0.992
C -0.765 2.728 -1.777 -0.081 0.044 0.053 0.812
C -0.411 2.587 -3.111 0.029 -0.013 -0.168 -0.337
C 0.611 3.351 -3.659 -0.048 -0.026 0.029 -0.828
C 1.281 4.273 -2.873 0.023 0.008 -0.023 0.258
C 0.928 4.438 -1.540 0.018 -0.010 0.040 -0.759
C -0.080 3.661 -0.999 0.036 0.018 0.002 -1.227
C 2.363 5.127 -3.476 -0.103 -0.118 0.037 0.775
F 2.973 4.516 -4.503 0.023 -0.016 -0.041 -0.278
F 1.868 6.287 -3.950 -0.030 0.093 -0.040 -0.270
F 3.311 5.450 -2.582 0.061 0.020 0.089 -0.264
C -2.802 0.728 -2.234 -0.194 0.099 0.088 0.549
C -4.193 0.628 -2.342 0.101 0.015 -0.089 -0.559
C -4.773 -0.199 -3.289 0.025 0.049 0.001 -1.101
C -3.968 -0.937 -4.145 -0.103 -0.061 0.026 0.197
C -2.590 -0.872 -4.030 0.107 0.028 0.024 -1.109
C -2.004 -0.052 -3.073 0.053 -0.157 0.034 0.057
C -4.622 -1.833 -5.162 0.124 0.148 0.065 0.845
F -5.689 -1.240 -5.728 -0.069 0.021 -0.042 -0.269
F -5.066 -2.979 -4.614 -0.033 -0.086 0.083 -0.257
F -3.784 -2.174 -6.151 0.063 -0.026 -0.077 -0.274
H -4.926 5.621 -2.123 -0.012 -0.001 0.016 0.404
H -3.267 3.872 -2.611 -0.002 -0.009 0.015 0.472
H -3.544 2.479 1.424 0.001 0.010 -0.002 0.428
H -5.207 4.246 1.921 -0.009 -0.002 0.008 0.487
H -0.918 1.860 -3.734 0.083 0.252 -0.002 0.714
H 0.889 3.218 -4.696 0.002 0.010 -0.006 0.496
H 1.458 5.153 -0.923 -0.004 0.006 -0.007 0.454
H -0.329 3.773 0.051 -0.011 0.003 -0.007 0.342
H -4.838 1.209 -1.698 0.001 0.056 0.065 0.440
H -5.851 -0.254 -3.374 0.012 -0.002 0.005 0.411
H -1.962 -1.456 -4.690 0.000 -0.016 -0.003 0.539
H -0.918 -0.029 -2.974 -0.284 -0.129 0.090 0.077
```
Positions in Å, forces in eV/Å.

The energy relative to the best compared isomer or geometry (same formula, charge and spin) comes out at 21.3 kJ/mol. Its charge is 0. Its multiplicity is 1. Its LUMO energy is -0.1022 eV. The value obtained for the HOMO-LUMO gap is 0.273 hartree.